10
Properties=species:S:1:pos:R:3 method="wB97M-V/def2-TZVPD" e_lumo_ev=-0.42 homo_energy_ev=-9.669 e_tot_ha=-625.04169 total_charge=0
H -0.28 -1.09 1.41
O -2.70 1.47 -0.10
C -0.75 -0.40 -0.75
H 1.08 0.91 0.06
H 0.06 -1.46 -1.70
H -0.52 1.48 0.12
N -0.01 0.64 0.07
C -0.74 -0.39 0.73
P -2.40 0.02 0.02
O -3.39 -1.08 0.01

10
Properties=species:S:1:pos:R:3 method="wB97M-V/def2-TZVPD" e_lumo_ev=4.22 homo_energy_ev=-4.749 e_tot_ha=-359.15234 total_charge=-1
C -1.05 1.72 0.61
H -0.71 2.54 1.25
O 1.57 -2.45 0.15
H 2.10 -0.47 -0.14
O -2.05 1.08 1.08
O -0.64 1.66 -0.61
N 0.17 -0.99 -0.80
C 1.35 -1.32 -0.26
H -0.61 -1.81 -0.68
H -0.13 0.03 -0.60

11
Properties=species:S:1:pos:R:3 method="wB97M-V/def2-TZVPD" e_lumo_ev="-1.81 / -1.57" homo_energy_ev="-10.222 / -9.689" e_tot_ha=-700.36160 total_charge=0
H 0.52 -1.49 1.33
H 1.44 -0.22 -1.10
H 2.14 0.08 0.68
C 0.45 1.10 0.11
O -0.82 0.98 -0.42
N 0.71 -1.41 0.26
O -2.80 -0.26 0.61
C 1.35 -0.16 -0.01
H -2.19 -0.37 -1.53
O 0.90 2.16 0.37
P -1.70 -0.41 -0.30

9
Properties=species:S:1:pos:R:3 method="wB97M-V/def2-TZVPD" e_lumo_ev="0.13 / 0.13" homo_energy_ev="-7.722 / -7.721" e_tot_ha=-549.85118 total_charge=0
O 1.35 -0.57 -0.15
N 0.01 1.38 -0.69
H 0.18 -1.08 1.58
H 0.33 -2.27 0.06
H -1.35 2.32 0.32
C 0.21 -1.21 0.40
H -0.86 -0.82 0.12
P 1.29 0.68 -1.21
C -1.16 1.57 -0.43

9
Properties=species:S:1:pos:R:3 method="wB97M-V/def2-TZVPD" e_lumo_ev=-1.13 homo_energy_ev=-10.458 e_tot_ha=-549.87093 total_charge=0
C -2.31 0.15 0.52
C 0.89 -0.77 -0.55
H 1.66 -1.42 -0.17
H 0.06 -1.29 -0.99
O 0.75 1.49 0.83
H 0.75 2.18 0.15
H 1.42 -0.18 -1.27
N -3.42 -0.11 0.45
P 0.20 -0.05 1.03

9
Properties=species:S:1:pos:R:3 method="wB97M-V/def2-TZVPD" smiles="C1=NOPC1" e_lumo_ev=0.92 homo_energy_ev=-9.577 e_tot_ha=-549.89474 total_charge=0
H -0.05 -1.58 1.36
C -0.26 -0.36 -0.72
N 0.47 1.29 0.82
O 1.33 0.26 1.13
H -1.05 1.75 -0.41
H -1.22 -0.87 -0.79
P 0.96 -1.22 0.43
C -0.35 1.00 -0.09
H 0.16 -0.27 -1.73